(1)
Below is a cluster of 6 separate species, C34H64B2FO11S5 in total in a non-equilibrium geometry, with properties calculated with ωB97M-V/def2-TZVPD.

orbital gap = 5.241 eV
multiplicity = 1
DFT total energy = -117061.92874 eV
molar mass = 849.83 u
charge = -1

Each line ends with the Mulliken charge.
CARTESIAN COORDINATES (ANGSTROEM)
C -4.08708 -2.80635 1.48113  -0.87
C -3.34773 -1.98870 0.32088  -0.58
C -1.96678 -1.38572 0.78629  0.53
B -1.99148 0.18555 1.33385  0.74
C -3.47353 0.87208 1.50186  -1.11
C -4.33414 0.36323 2.73128  0.03
C -5.87572 0.25368 2.42782  0.28
C -6.57346 1.07220 1.44720  -0.41
C -8.01652 0.89849 1.24400  -0.51
C -8.80076 -0.06993 2.00404  -0.41
C -8.11164 -0.87168 3.01038  -0.49
C -6.67010 -0.71046 3.20153  -0.34
B -1.03064 0.23758 2.71730  -0.15
C 0.51016 0.81021 2.71488  -0.67
O -1.45693 -0.25970 4.02585  0.10
C -1.19966 1.08035 0.16888  1.09
C -1.95644 1.05185 -1.24694  -0.95
F -1.07167 2.48223 0.51267  -0.51
H -3.56165 -2.67950 2.47095  0.16
H -5.17043 -2.50185 1.56480  0.12
H -4.09722 -3.91119 1.28290  0.34
H -4.02796 -1.26878 -0.19732  0.21
H -3.09909 -2.77898 -0.45394  0.47
H -1.28530 -1.42413 -0.11662  -0.68
H -1.45738 -2.02343 1.56827  0.22
H -3.29598 1.97711 1.68322  0.40
H -4.10048 0.83668 0.56082  0.09
H -3.94582 -0.57033 3.21287  -0.08
H -4.26715 1.15794 3.53467  0.48
H -6.00774 1.83336 0.87076  0.36
H -8.58408 1.50635 0.49461  0.29
H -9.89512 -0.22261 1.87444  0.32
H -8.61308 -1.62001 3.66077  0.31
H -6.11379 -1.30503 3.96692  0.28
H 1.06047 0.32365 1.86059  -0.03
H 1.03805 0.44895 3.65033  0.07
H 0.51834 1.93152 2.64786  0.28
H -1.46066 -1.23008 3.89278  0.22
H -0.16694 0.66308 -0.03474  -0.60
H -2.31971 2.10287 -1.45394  0.17
H -1.19921 0.82307 -2.04147  0.01
H -2.83571 0.36632 -1.23659  0.13
C 3.53092 -1.35818 -0.45693  0.02
C 3.03978 -0.72785 -1.76297  -0.87
C 2.18008 -1.77031 -2.48016  -0.16
S 1.48654 -2.81380 -1.20178  1.06
O 2.02843 -4.15034 -1.34763  -0.75
O 0.06970 -2.56549 -1.10847  -0.63
C 2.30553 -2.01769 0.16866  0.17
H 3.97010 -0.61796 0.20908  0.54
H 4.28452 -2.10596 -0.67268  -0.36
H 2.43514 0.15493 -1.53617  0.27
H 3.86958 -0.40294 -2.39194  0.39
H 1.37466 -1.30966 -3.04010  -0.12
H 2.78057 -2.39790 -3.13976  0.37
H 2.55412 -2.75507 0.93056  0.61
H 1.62196 -1.27126 0.57731  -0.77
C 0.28707 -1.94294 -7.35715  -0.69
C 1.52919 -1.31224 -7.99502  -0.60
C 1.75592 0.04194 -7.31648  -0.72
S 1.07342 -0.10479 -5.66490  1.22
O -0.05310 0.78602 -5.55255  -0.67
O 2.14945 -0.10432 -4.70246  -0.64
C 0.46176 -1.77293 -5.85294  -0.69
H 0.18011 -2.99322 -7.63102  0.35
H -0.60908 -1.41300 -7.69196  0.31
H 2.39430 -1.95941 -7.82428  0.29
H 1.41488 -1.19708 -9.07394  0.32
H 2.81480 0.28660 -7.24765  0.35
H 1.22251 0.84152 -7.83095  0.38
H -0.46604 -1.89213 -5.29530  0.53
H 1.22306 -2.45256 -5.46608  0.29
C -0.16197 0.78082 9.52737  -0.60
C -1.66314 1.04455 9.37100  -0.59
C -1.87036 1.73499 8.01890  -0.72
S -0.52968 1.18211 6.96015  1.09
O 0.30922 2.31627 6.65176  -0.72
O -1.05648 0.31410 5.93355  -0.55
C 0.29546 0.18841 8.19938  -0.77
H 0.04644 0.10652 10.36005  0.34
H 0.36034 1.72329 9.71628  0.28
H -2.20300 0.09342 9.38527  0.29
H -2.05310 1.65432 10.18806  0.32
H -2.82132 1.45897 7.56618  0.33
H -1.80298 2.81940 8.10967  0.37
H 1.37357 0.23732 8.05548  0.42
H -0.05307 -0.83915 8.08632  0.35
C 0.08970 5.00605 -3.41145  -0.80
C -1.41837 5.23438 -3.54058  -0.52
C -1.66086 5.95706 -4.86991  -0.66
S -0.32122 5.46928 -5.95712  1.13
O 0.48426 6.63348 -6.24737  -0.68
O -0.84022 4.61823 -7.00163  -0.67
C 0.54334 4.46345 -4.76192  -0.43
H 0.32596 4.31442 -2.60210  0.39
H 0.59080 5.95602 -3.20224  0.33
H -1.93288 4.26990 -3.54631  0.20
H -1.81255 5.80988 -2.70219  0.36
H -2.61053 5.66922 -5.31843  0.37
H -1.61975 7.03987 -4.75014  0.34
H 1.61803 4.54352 -4.91783  0.47
H 0.21892 3.42954 -4.89819  0.16
C 9.24943 -3.25699 -0.04831  -0.59
C 8.22794 -4.18361 -0.71605  -0.68
C 6.84673 -3.81940 -0.16303  -0.59
S 6.92987 -2.08645 0.29063  1.20
O 6.78766 -1.97799 1.72040  -0.70
O 6.11932 -1.31691 -0.62022  -0.63
C 8.65235 -1.85694 -0.12717  -0.75
H 10.22221 -3.30551 -0.53955  0.35
H 9.38359 -3.54819 0.99737  0.30
H 8.24509 -4.02444 -1.79791  0.31
H 8.45842 -5.23466 -0.53652  0.34
H 6.06384 -3.95952 -0.90742  0.30
H 6.61155 -4.39102 0.73458  0.41
H 9.11081 -1.15362 0.56592  0.40
H 8.69853 -1.46631 -1.14489  0.33

***

(2)
Below is a cluster of 3 separate species, C34H64BFO14P2S in total in a non-equilibrium geometry, with properties calculated with ωB97M-V/def2-TZVPD.

orbital gap = 9.374 eV
multiplicity = 1
DFT total energy = -97773.10631 eV
molar mass = 820.70 u
SMILES = CC[C@@H](F)[C@@H]1OS(=O)(=O)[C@H](Cc2ccc(C)cc2)[C@H](B(C)O)[C@H]1CCCCOC(C)=O.CCOP(=O)(OCC)OCC.CCOP(=O)(OCC)OCC

Each line ends with the Mulliken charge.
CARTESIAN COORDINATES (ANGSTROEM)
C -8.08902 -0.92362 1.16119  -1.25
C -7.98662 -0.68003 -0.35895  -0.77
C -6.55129 -0.66321 -0.88444  0.08
F -6.65545 -0.32993 -2.23529  -0.37
C -5.69917 0.41519 -0.19137  -1.10
O -6.56099 1.57385 -0.10090  -0.48
S -5.92442 2.97296 -0.49263  1.34
O -6.69198 3.96768 0.19748  -0.81
O -5.85317 3.18105 -1.90750  -0.69
C -4.32565 2.91092 0.26902  -0.44
C -3.63871 4.27215 0.27628  -1.19
C -2.35804 4.26884 1.09212  0.53
C -2.33727 3.80253 2.39682  -0.30
C -1.15652 3.82122 3.12370  -0.90
C 0.00081 4.30542 2.53969  1.03
C 1.31852 4.31082 3.28903  -1.47
C -0.03231 4.79848 1.24324  -0.85
C -1.20740 4.77796 0.50867  -0.39
C -3.49241 1.73546 -0.34120  -0.49
B -2.47642 2.17042 -1.49842  1.06
C -2.89698 2.86268 -2.86072  -0.67
O -1.14400 1.91619 -1.28455  -0.81
C -4.40686 0.64329 -0.97875  0.92
C -3.53683 -0.65607 -1.01057  -1.86
C -3.09337 -1.05278 -2.42035  0.48
C -4.16970 -1.71609 -3.30810  -1.50
C -4.57076 -0.78800 -4.44477  0.21
O -3.59232 -1.00135 -5.50063  -0.38
C -3.30255 0.13155 -6.20541  0.77
C -4.45720 0.77033 -6.94006  -1.01
O -2.18163 0.56390 -6.26553  -0.55
H -8.47394 -0.03425 1.65519  0.25
H -8.77853 -1.74715 1.33374  0.41
H -7.12061 -1.18888 1.58433  0.34
H -8.50357 0.21369 -0.69752  0.41
H -8.46696 -1.51072 -0.88257  0.47
H -6.12821 -1.65766 -0.74449  0.41
H -5.43812 0.00188 0.78669  0.31
H -4.51732 2.63646 1.30807  0.63
H -4.31738 4.96392 0.78742  0.56
H -3.49390 4.69998 -0.71317  0.36
H -3.26081 3.42800 2.82159  0.40
H -1.16918 3.44293 4.13798  0.36
H 2.09575 3.97022 2.60552  0.35
H 1.56211 5.31223 3.64231  0.29
H 1.26308 3.61780 4.12683  0.35
H 0.87117 5.20124 0.80131  0.38
H -1.20887 5.14473 -0.50952  0.36
H -2.91251 1.31015 0.47918  0.31
H -2.03691 3.02552 -3.51302  0.43
H -3.59642 2.24323 -3.42935  -0.09
H -3.44104 3.78361 -2.65448  0.19
H -0.72678 1.79663 -2.14631  0.19
H -4.59204 0.89247 -2.01897  0.53
H -2.62706 -0.50493 -0.42818  0.43
H -4.03777 -1.51544 -0.55973  0.77
H -2.29358 -1.78704 -2.29286  0.41
H -2.62924 -0.22782 -2.96856  -0.14
H -5.02405 -2.10054 -2.75741  0.30
H -3.68669 -2.57007 -3.78596  0.58
H -4.47351 0.25673 -4.14346  -0.15
H -5.57911 -0.95411 -4.82597  0.46
H -4.91734 0.06661 -7.63197  0.32
H -4.10286 1.67081 -7.43130  0.35
H -5.23683 1.07877 -6.23976  0.30
C 3.09094 -4.22967 2.08833  -0.96
C 2.01418 -3.24008 1.68517  -0.54
O 2.26918 -2.66774 0.39281  0.12
P 1.86759 -3.49076 -0.92260  0.75
O 0.39639 -3.59087 -1.00481  -0.72
O 2.19468 -2.35462 -2.05574  -0.23
C 1.24832 -2.02823 -3.07223  -0.69
C 0.52060 -0.75051 -2.72332  -0.90
O 3.27756 -4.21872 -1.15466  -0.33
C 3.45089 -5.06362 -2.32111  -0.35
C 4.16931 -4.31691 -3.42710  -0.89
H 3.06667 -5.11706 1.45263  0.30
H 2.95081 -4.54590 3.12219  0.41
H 4.07969 -3.78240 1.98601  0.13
H 1.02622 -3.70833 1.69657  0.39
H 1.99627 -2.40912 2.38870  0.36
H 0.54656 -2.84588 -3.23520  0.40
H 1.80745 -1.89338 -4.00149  0.34
H 0.03385 -0.82423 -1.74996  0.25
H -0.23600 -0.51896 -3.47718  0.35
H 1.22270 0.08414 -2.66334  0.39
H 2.48802 -5.44869 -2.66410  0.32
H 4.04939 -5.91381 -1.99733  0.35
H 3.48946 -3.66701 -3.97429  0.12
H 4.59938 -5.02208 -4.13922  0.41
H 4.96125 -3.69193 -3.01654  0.26
C 7.22595 0.01305 7.38151  -0.97
C 5.97379 -0.35152 6.60575  -0.34
O 6.04964 0.06808 5.23772  -0.28
P 6.85113 -0.83411 4.17937  0.98
O 6.16451 -2.13063 4.02798  -0.69
O 6.48671 -0.04006 2.80621  -0.31
C 6.01248 -0.73905 1.65185  -0.47
C 4.51263 -0.61242 1.52175  -0.79
O 8.27736 -0.12377 4.33587  -0.30
C 9.37583 -0.56524 3.49801  -0.35
C 9.55172 0.35767 2.30885  -0.90
H 8.08634 -0.55866 7.03020  0.24
H 7.09037 -0.19261 8.44390  0.40
H 7.46271 1.06862 7.25030  0.25
H 5.78181 -1.42677 6.65599  0.30
H 5.11131 0.15820 7.03310  0.31
H 6.31556 -1.78600 1.67779  0.34
H 6.49664 -0.28427 0.78386  0.36
H 4.00680 -0.96975 2.41978  0.13
H 4.14683 -1.18078 0.66751  0.17
H 4.22820 0.43337 1.39304  0.41
H 9.22486 -1.59877 3.17812  0.32
H 10.26741 -0.54061 4.12283  0.36
H 8.83393 0.13261 1.52229  0.13
H 10.55154 0.24356 1.88847  0.39
H 9.40134 1.39542 2.60304  0.28

***

Ordered ΔE to the lowest compared entry with this formula, charge and spin results: 63.31 0.00; unit kcal/mol.